Computed, not measured: a molecular structure, C55H41BeN8O7P at a distorted geometry, with ωB97M-V/def2-TZVPD.

Properties
* electronic energy: -93642.6741 eV
* total charge: 0
* E_LUMO: 0.019 eV

Geometry as XYZ:
```
113
Properties=species:S:1:pos:R:3:mulliken_charge:R:1
Be -0.76 0.34 -1.09 -0.41
C -4.73 -2.38 0.80 -0.85
N -3.39 -2.08 0.43 0.78
C -2.73 -0.90 0.43 -1.53
N -1.60 -0.99 -0.24 1.12
C -1.45 -2.26 -0.68 -0.36
C -2.57 -2.99 -0.22 0.77
C -2.84 -4.43 -0.33 0.23
C -2.79 -5.12 -1.50 0.45
C -2.96 -6.49 -1.58 -1.16
C -3.24 -7.19 -0.43 -0.42
C -3.31 -6.52 0.82 -1.04
C -3.14 -5.13 0.85 -0.32
C -0.15 -2.73 -1.36 1.04
C -0.11 -3.39 -2.66 -0.58
C 1.10 -3.86 -3.08 -0.98
C 2.21 -3.79 -2.24 -0.84
C 2.17 -3.08 -1.03 -0.47
C 0.96 -2.61 -0.55 -0.22
P -3.12 0.58 1.55 -0.78
C -2.61 1.85 0.36 -0.10
N -1.83 1.69 -0.71 1.16
C -1.56 3.00 -1.13 -0.64
C -2.20 3.92 -0.30 0.76
N -2.89 3.12 0.62 0.41
C -3.42 3.58 1.87 -1.05
C -2.05 5.36 -0.20 -0.07
C -3.07 6.27 -0.53 -0.15
C -2.84 7.63 -0.54 -0.69
C -1.60 8.11 -0.22 -0.45
C -0.59 7.24 0.14 -0.77
C -0.76 5.88 0.18 -0.22
C -0.69 3.18 -2.33 -0.02
C -1.26 3.18 -3.62 -0.33
C -0.39 3.25 -4.73 -0.73
C 0.95 3.34 -4.54 -0.47
C 1.52 3.50 -3.31 -0.61
C 0.75 3.38 -2.16 0.63
C -1.46 0.47 2.38 -0.34
N -0.48 1.21 1.98 -0.12
C 0.64 0.61 2.47 -1.37
C 0.32 -0.61 3.09 0.84
N -1.04 -0.69 2.99 0.51
C -1.78 -1.88 3.07 -1.22
C 1.14 -1.55 3.90 -0.20
C 2.22 -2.23 3.29 0.25
C 2.90 -3.16 4.07 -1.27
C 2.60 -3.30 5.42 -0.48
C 1.56 -2.60 6.01 -0.85
C 0.89 -1.65 5.23 -0.31
C 2.01 1.11 2.11 3.02
C 3.04 1.29 3.19 -0.66
C 4.33 1.44 2.86 -0.78
C 4.15 1.62 0.50 -0.06
C 3.02 2.69 0.53 -0.98
C 1.99 2.37 1.29 -0.76
H -5.16 -1.48 1.28 0.32
H -5.36 -2.61 -0.02 0.36
H -4.84 -3.22 1.46 0.35
H -2.49 -4.68 -2.46 0.36
H -2.98 -7.00 -2.52 0.43
H -3.34 -8.23 -0.40 0.47
H -3.56 -7.16 1.72 0.29
H -3.40 -4.60 1.78 0.21
H -0.86 -3.29 -3.39 0.68
H 1.20 -4.29 -4.07 0.42
H 3.21 -4.11 -2.57 0.35
H 3.05 -2.96 -0.47 0.57
H 0.89 -2.07 0.35 0.00
H -4.10 4.46 1.67 0.37
H -4.04 2.81 2.31 0.52
H -2.70 3.99 2.60 0.29
H -4.07 5.90 -0.81 0.40
H -3.58 8.38 -0.77 0.42
H -1.46 9.21 -0.12 0.31
H 0.34 7.61 0.46 0.46
H 0.07 5.20 0.35 0.44
H -2.29 3.02 -3.77 0.56
H -0.74 2.96 -5.71 0.38
H 1.64 3.30 -5.36 0.42
H 2.57 3.59 -3.26 0.36
H 1.15 3.25 -1.18 -0.39
H -1.61 -2.32 4.06 0.51
H -2.89 -1.74 3.04 0.42
H -1.51 -2.66 2.34 0.42
H 2.48 -2.00 2.23 0.52
H 3.60 -3.83 3.61 0.44
H 3.05 -4.10 6.01 0.34
H 1.27 -2.84 7.04 0.39
H 0.10 -1.14 5.76 0.47
H 2.79 1.02 4.21 0.39
H 5.09 1.59 3.63 0.45
H 4.91 1.76 -0.28 0.57
H 3.20 3.57 -0.04 0.49
H 1.09 2.99 1.40 0.52
O -0.08 -0.43 -4.64 -0.83
C 0.08 -0.30 -3.41 0.24
O -0.89 -0.03 -2.60 -0.33
C 1.49 -0.22 -2.87 0.93
C 2.51 -0.59 -3.71 -0.72
C 3.79 -0.58 -3.23 -0.87
C 4.05 -0.38 -1.90 -0.02
C 3.05 0.06 -0.98 -0.91
C 1.74 0.16 -1.50 -0.39
O 0.76 0.61 -0.70 0.55
N 3.57 0.27 0.31 -0.54
O 4.90 1.58 1.69 -0.42
O 2.53 -0.05 1.26 0.51
N 4.82 -1.30 -4.00 1.08
O 4.56 -1.82 -5.07 -0.67
O 5.94 -1.30 -3.58 -0.68
H 2.35 -0.98 -4.69 0.72
H 5.03 -0.58 -1.59 0.80
```